[1]
# C30H50HoP4S

A molecular structure, C30H50HoP4S (the ωB97M-V functional and the def2-TZVPD basis, OMol25).

Cartesian coordinates (Å):
1 Ho -0.4578 0.0566 0.4000
2 P 2.1396 -1.1020 0.4860
3 P -0.9938 -1.7355 -1.8431
4 P 0.5080 0.5767 3.4055
5 H -4.4919 0.0997 1.9634
6 C -3.5674 0.6370 2.3441
7 C -2.7658 1.6525 1.5729
8 H -3.0575 1.9104 0.5503
9 C 2.3757 -2.8355 1.0933
10 C 2.8133 -1.2905 -1.2256
11 C 3.5782 -0.2729 1.2830
12 C -2.4904 -1.5561 -2.8973
13 C 0.0799 -2.3810 -3.2051
14 C -1.3183 -3.3740 -1.0418
15 C -0.7856 1.3669 4.4234
16 C 1.6743 1.9194 3.0123
17 C 1.2263 -0.8157 4.2774
18 H -3.7940 0.9694 3.4046
19 H -2.2511 2.4644 2.1048
20 H 3.4258 -3.1579 1.0024
21 H 1.7432 -3.5168 0.5068
22 H 2.0664 -2.9108 2.1453
23 H 3.9194 -1.3009 -1.1717
24 H 2.4959 -0.4368 -1.8508
25 H 2.4536 -2.2273 -1.6830
26 H 4.5127 -0.7910 1.0280
27 H 3.4662 -0.2563 2.3738
28 H 3.6557 0.7648 0.9311
29 H -2.5291 -2.3644 -3.6499
30 H -2.4791 -0.5911 -3.4268
31 H -3.3816 -1.6102 -2.2604
32 H -0.5419 -3.0454 -3.8369
33 H 0.9242 -2.9481 -2.7671
34 H 0.4220 -1.5186 -3.8166
35 H -2.1050 -3.9056 -1.6067
36 H -1.6446 -3.2463 0.0040
37 H -0.3905 -3.9709 -1.0722
38 H -0.4617 1.3260 5.4782
39 H -1.7593 0.8537 4.3351
40 H -0.9198 2.4075 4.0802
41 H 2.5642 1.8965 3.6974
42 H 1.1890 2.9040 3.1612
43 H 2.0459 1.9041 1.9651
44 H 1.2383 -0.6166 5.3540
45 H 2.2371 -1.0358 3.9232
46 H 0.6093 -1.7040 4.0785
47 C -2.9626 -2.5172 1.9738
48 C -2.1354 -3.4822 2.5692
49 C -2.5270 -4.8158 2.4108
50 C -3.5995 -5.1737 1.5918
51 C -4.3069 -4.2087 0.8745
52 C -3.9543 -2.8685 1.0201
53 S -2.4318 -0.8521 1.9784
54 H -0.4886 -0.1854 2.5937
55 H -1.1914 -3.2137 3.0542
56 H -1.9731 -5.5608 2.9698
57 H -3.8685 -6.2213 1.4310
58 H -5.1040 -4.4730 0.1815
59 H -4.3752 -2.1734 0.2859
60 C 0.2452 4.0838 0.0407
61 P 0.4066 2.4887 -0.7369
62 C -0.5127 2.5852 -2.3358
63 C -0.4520 1.5128 -3.2483
64 C -1.1209 1.5549 -4.4702
65 C -1.8816 2.6760 -4.8197
66 C -2.0345 3.6954 -3.8635
67 C -1.4084 3.6352 -2.6090
68 C 2.2027 2.5426 -1.2298
69 C 3.1547 3.0658 -0.3393
70 C 4.4489 3.3489 -0.7790
71 C 4.8438 2.9745 -2.0683
72 C 3.9562 2.2505 -2.8738
73 C 2.6373 2.0304 -2.4672
74 H -0.8083 4.3138 0.1504
75 H 0.7409 4.8320 -0.5674
76 H 0.6930 4.0646 1.0338
77 H 0.1370 0.6294 -2.9832
78 H -0.9993 0.7300 -5.1753
79 H -2.3372 2.7348 -5.8010
80 H -2.6565 4.5529 -4.1254
81 H -1.6101 4.3913 -1.8436
82 H 2.8453 3.3312 0.6723
83 H 5.1494 3.8517 -0.1122
84 H 5.8438 3.2619 -2.4197
85 H 4.2937 1.8971 -3.8455
86 H 1.9634 1.5186 -3.1485

The net charge is +3. As for the expectation value of S²: 6.010. The calculation puts the HOMO-LUMO gap (alpha / beta) at 5.98 / 6.19 eV. The multiplicity is 5. The calculation puts the highest occupied orbital energy (alpha / beta) at -0.5587 / -0.5614 Ha.

Atomic partial charges in e from the Löwdin method, atoms 1 to 5: atom 1 (Ho): 0.914, atom 2 (P): 0.729, atom 3 (P): 0.735, atom 4 (P): 0.839, atom 5 (H): 0.094

[2]
# C30H50IrOP4

A molecular structure, C30H50IrOP4 (the ωB97M-V functional and the def2-TZVPD basis, OMol25).

Cartesian coordinates (Å):
1 Ir 0.2386 -0.6166 0.1402
2 P 1.8257 -1.3697 1.3932
3 P 2.3404 1.9539 -0.4934
4 P -0.5711 -2.6351 -0.4375
5 H -0.0238 2.0338 -7.6291
6 C -0.8850 1.4219 -7.3351
7 C -1.8620 1.8320 -6.5045
8 H -1.8300 2.7436 -5.9013
9 C 3.2251 -2.0164 0.4527
10 C 2.6462 -0.2369 2.5428
11 C 1.2751 -2.6583 2.5530
12 C 1.5077 2.9649 -1.7084
13 C 2.2192 2.7404 1.1219
14 C 3.9824 1.4031 -0.9766
15 C -1.9475 -2.4851 -1.6091
16 C -1.2827 -3.6028 0.9203
17 C 0.7412 -3.5834 -1.2543
18 H -0.9582 0.4070 -7.7522
19 H -2.7742 1.2184 -6.5068
20 H 4.0390 -2.2301 1.1583
21 H 3.5887 -1.2801 -0.2771
22 H 2.9602 -2.9431 -0.0656
23 H 3.1340 -0.8356 3.3262
24 H 1.9289 0.4228 3.0420
25 H 3.4123 0.3691 2.0386
26 H 1.0162 -3.5737 2.0157
27 H 0.4167 -2.2799 3.1287
28 H 2.1152 -2.8543 3.2354
29 H 2.1865 3.7986 -1.9249
30 H 0.5536 3.2919 -1.2619
31 H 1.2816 2.3665 -2.6095
32 H 3.2048 3.1696 1.3857
33 H 1.8738 2.0848 1.9357
34 H 1.4853 3.5538 1.0700
35 H 4.5137 2.3283 -1.2553
36 H 3.9077 0.7217 -1.8418
37 H 4.4802 0.8676 -0.1479
38 H -2.5453 -3.3986 -1.4945
39 H -1.5624 -2.4074 -2.6342
40 H -2.5731 -1.6096 -1.3849
41 H -2.0964 -4.1841 0.4681
42 H -1.6843 -2.9415 1.7070
43 H -0.5288 -4.2786 1.3414
44 H 0.2348 -4.2203 -1.9913
45 H 1.2775 -4.2047 -0.5238
46 H 1.4448 -2.9185 -1.7746
47 C -0.4358 0.1710 -2.6952
48 C 0.6587 -0.5186 -3.2629
49 C 0.4969 -1.1044 -4.5291
50 C -0.7858 -1.1222 -5.1232
51 C -1.8625 -0.4148 -4.5453
52 C -1.5961 0.4338 -3.4693
53 O -0.4889 0.5094 -1.4105
54 H 1.4721 0.8386 -0.7831
55 H 1.5493 -0.6287 -2.6355
56 H 1.3440 -1.5608 -5.0475
57 H -0.9162 -1.6163 -6.1031
58 H -2.8500 -0.4952 -5.0154
59 H -2.2832 1.1500 -3.0254
60 C -2.8573 0.2275 0.7878
61 P -1.2751 0.3500 1.6467
62 C -1.0723 2.1507 2.0192
63 C -0.8797 2.7178 3.2945
64 C -0.6272 4.0853 3.4218
65 C -0.7555 4.9267 2.3200
66 C -1.0901 4.3996 1.0791
67 C -1.2396 3.0222 0.9293
68 C -1.4095 -0.5018 3.2658
69 C -2.4844 -1.3810 3.5261
70 C -2.4847 -2.1526 4.6956
71 C -1.4740 -1.9997 5.6401
72 C -0.4597 -1.0625 5.4338
73 C -0.4499 -0.3002 4.2746
74 H -2.7926 0.7300 -0.1848
75 H -3.6166 0.7310 1.3874
76 H -3.1677 -0.8099 0.6308
77 H -0.9277 2.0978 4.1812
78 H -0.3476 4.4763 4.4006
79 H -0.6157 5.9936 2.4561
80 H -1.2412 5.0667 0.2347
81 H -1.4880 2.6273 -0.0520
82 H -3.3286 -1.4606 2.8319
83 H -3.2990 -2.8650 4.8617
84 H -1.4777 -2.5985 6.5491
85 H 0.3161 -0.9126 6.1788
86 H 0.3105 0.4710 4.1545

The net charge is +4. As for the expectation value of S²: 8.795. The calculation puts the HOMO-LUMO gap (alpha / beta) at 5.05 / 2.88 eV. The multiplicity is 6. The calculation puts the highest occupied orbital energy (alpha / beta) at -0.6100 / -0.6835 Ha.

Atomic partial charges in e from the Löwdin method, atoms 1 to 5: atom 1 (Ir): 0.767, atom 2 (P): 0.547, atom 3 (P): 0.880, atom 4 (P): 0.636, atom 5 (H): 0.135